Below is a cluster of 2 separate species, C6H13NO in total at a distorted geometry, with properties calculated with ωB97M-V/def2-TZVPD.

XYZ file:
```
21
Properties=species:S:1:pos:R:3:forces:R:3:mulliken_charge:R:1
H -3.7131 -0.7537 0.4431 -0.685 -0.317 0.241 0.29
H 3.2337 -0.4637 -0.9490 -0.020 0.711 0.010 0.32
H -1.4677 2.5572 0.6256 -0.309 0.796 0.081 0.30
H 1.2958 -1.0377 1.2419 0.100 0.485 0.570 0.27
H -0.2901 0.4601 1.4784 -0.358 0.497 -0.281 0.21
H -0.6157 -1.7701 -0.8775 0.957 -0.144 -0.388 0.34
H -3.2220 1.1672 -0.8106 0.315 -0.285 -0.139 0.29
H -2.2299 -0.4910 1.5379 -0.035 -0.340 0.058 0.23
C -2.4793 0.8147 -0.0879 -0.976 0.587 0.299 0.02
H 0.5887 -2.2116 -1.9003 0.004 0.214 0.851 0.31
O -0.3421 -2.0158 -1.7760 -0.993 0.021 -0.468 -0.66
C -2.8507 -0.1914 0.7061 1.236 0.806 -0.640 -0.84
C 1.0576 0.6682 0.0314 -1.001 -0.850 1.790 -0.17
N -0.1447 0.9838 0.6206 -0.063 0.192 0.103 -0.18
C -1.2492 1.7015 0.0179 0.042 -1.765 -0.463 -0.54
C 3.1502 -0.5911 0.1335 0.482 -2.389 -0.767 -1.13
H 3.3208 -1.7043 0.1687 0.115 0.899 0.493 0.29
C 1.8106 -0.2756 0.6640 -0.459 0.775 -2.340 -0.24
H 1.1976 1.2455 -0.8736 0.910 -0.093 0.015 0.27
H -1.0115 2.0010 -1.0244 0.222 0.021 0.758 0.32
H 3.9609 -0.0930 0.6303 0.517 0.178 0.217 0.31
```
Positions in Å, forces in eV/Å.

The LUMO energy comes out at 1.0 eV. The charge is 0. As for the structure (SMILES): C=CCN/C=C/C.O. As for the molar mass: 115.18 g mol⁻¹. Its calculated total energy is -366.32349 Ha. Its energy relative to the best compared isomer or geometry (same formula, charge and spin) is 69.3 kcal/mol. Its HOMO energy is -7.5 eV. The value obtained for the max |F| is 2.56 eV/A.

Below is a structure of composition C23H33N8O4P2SeV, with properties calculated with ωB97M-V/def2-TZVPD.

XYZ file:
```
72
Properties=species:S:1:pos:R:3:forces:R:3:lowdin_spin:R:1
N -2.7775 -0.2315 -0.0949 0.454 0.090 -0.054 0.01
N -5.0092 0.0628 0.6502 -0.046 0.042 0.017 0.00
H -4.9264 -0.6803 1.3290 0.015 0.043 -0.089 0.00
H 1.4422 -2.8441 -5.2892 0.001 -0.003 0.005 0.00
H 0.7618 2.1758 -3.1732 -0.014 -0.010 0.033 0.00
H 1.9903 1.8578 1.7187 0.004 -0.013 0.008 0.00
P 1.9303 0.0186 0.1673 0.037 -0.127 0.035 0.00
H 3.9049 0.1444 -1.2123 0.012 0.001 -0.020 0.00
C 2.5249 -6.1273 -1.2100 -0.024 0.017 0.016 0.00
H -0.1165 4.9083 -0.5050 0.001 -0.002 0.008 0.00
P 0.2260 2.5521 -0.8297 0.081 -0.020 0.033 -0.01
H 2.8271 -1.1438 -1.7594 0.019 0.010 0.044 0.00
H -1.6424 4.0034 -0.3140 -0.017 0.033 0.015 0.00
C 3.1126 -5.9187 -2.4650 0.007 0.017 -0.028 0.00
C -2.5026 2.9469 5.6530 -0.018 0.015 0.031 0.00
C 1.9847 2.7268 -0.2821 -0.012 0.088 -0.048 0.00
C 2.8614 -0.1155 -1.3994 0.021 0.003 0.002 0.00
H 2.7975 -7.0074 -0.6444 -0.007 0.002 0.008 0.00
C -1.9332 2.1853 3.4908 -0.054 0.068 -0.065 0.00
V -0.5679 0.2602 -0.0619 -0.220 -0.015 -0.294 2.01
O -3.3437 -1.8384 1.4077 0.097 0.031 -0.436 0.00
C -2.7561 2.9602 4.2854 0.030 -0.039 -0.048 0.00
C -1.4694 2.1820 6.1911 -0.017 0.007 0.056 0.00
H 0.8398 3.8996 -2.7397 -0.010 0.002 0.003 0.00
Se -0.4666 -0.6269 -2.4976 -0.134 0.074 0.134 -0.02
N 0.4458 -3.0518 -1.2567 -0.073 0.083 -0.037 0.00
H 0.1563 0.8090 5.7952 -0.001 -0.005 -0.003 0.00
H 2.1062 3.7315 0.1265 0.029 0.009 -0.024 0.00
C 1.8801 -3.9282 -2.7038 -0.043 0.063 -0.004 0.00
C -0.6479 1.4031 5.3832 0.008 0.010 -0.069 0.00
H 2.6844 -2.1991 0.6777 -0.025 0.006 0.015 0.00
O 0.7091 -0.0278 2.9396 -0.004 0.127 0.014 0.00
H -0.7261 3.1112 -2.9743 -0.002 -0.023 -0.034 0.00
H 3.8250 -6.6420 -2.8364 0.001 0.005 -0.007 0.00
C 2.4354 1.6800 0.7403 0.023 -0.051 0.018 0.00
C 2.8026 -4.8157 -3.2387 0.039 -0.035 -0.018 0.00
C 1.6057 -5.2406 -0.6803 0.003 -0.041 0.021 0.00
C 1.2982 -4.1349 -1.4601 -0.014 0.047 0.004 0.00
H -3.5549 3.5536 3.8619 -0.007 0.000 0.005 0.00
H 2.6058 2.6773 -1.1783 0.010 -0.011 0.016 0.00
C 1.7242 -2.1597 -4.4913 -0.007 -0.023 0.021 0.00
H -1.3062 2.1984 7.2603 0.002 -0.004 -0.003 0.00
C -1.9348 1.9614 2.0195 -0.096 0.044 0.231 0.00
N -4.1537 1.2838 -1.0896 0.071 -0.015 0.050 0.00
H 3.8552 -0.9861 1.2078 0.009 0.008 -0.023 0.00
H 3.5204 1.7099 0.8600 0.006 0.012 0.026 0.00
H 2.3877 -1.2749 2.1699 -0.035 -0.006 0.020 0.00
H -3.1168 3.5402 6.3170 -0.001 0.004 -0.008 0.00
H 1.2053 -1.2161 -4.6245 -0.013 0.007 0.008 0.00
C 0.2868 2.9698 -2.5980 0.001 0.017 -0.003 0.00
H -0.4504 4.0003 0.9820 0.000 -0.002 0.018 0.00
N 1.3533 -2.7317 -3.2039 0.042 -0.058 -0.099 0.00
C -3.9935 0.3651 -0.1377 -0.275 0.004 0.015 0.00
N -2.5526 -1.2593 0.7081 0.229 -0.106 0.721 0.00
H 2.4601 0.5280 -2.1796 -0.022 0.017 0.006 0.00
H -4.9926 1.8442 -1.0901 -0.085 -0.086 0.005 0.00
C 0.4941 -2.2226 -2.3157 0.053 -0.133 0.144 0.00
C -0.9042 1.4286 4.0265 0.104 0.010 0.042 0.00
N -0.8682 1.1161 1.7105 0.103 -0.153 -0.305 -0.01
C 2.7922 -1.2286 1.1663 0.033 0.024 -0.032 0.00
H 3.2554 -4.6596 -4.2080 0.001 -0.005 -0.003 0.00
H -0.1992 -2.9253 -0.4879 0.056 0.034 -0.001 0.00
H -5.8801 0.5632 0.5755 -0.025 -0.009 0.016 0.00
C -0.5775 4.0064 -0.0993 0.039 0.045 -0.054 0.00
O -2.7278 2.3871 1.2028 -0.028 -0.009 -0.018 0.00
H -3.1317 2.7041 -1.9782 0.095 0.026 0.100 0.00
H -3.2078 1.2949 -2.8201 -0.005 0.035 0.007 0.00
C -0.2223 0.7411 2.8995 -0.083 -0.133 0.168 0.00
H 1.1495 -5.4070 0.2863 0.003 0.008 -0.011 0.00
O -1.3008 -1.5507 0.7305 -0.270 0.046 -0.194 0.01
N -3.0813 1.6953 -1.8938 -0.070 -0.087 -0.105 0.01
H 2.7995 -1.9920 -4.5163 0.021 -0.008 -0.005 0.00
```
Positions in Å, forces in eV/Å.

The LUMO energy (spin up / spin down) comes out at -6.6 / -6.2 eV. The charge is +2. As for the molar mass: 677.42 g mol⁻¹. Its calculated total energy is -5662.97332 Ha. Its energy relative to the best compared isomer or geometry (same formula, charge and spin) is 0.0 kcal/mol. The spin multiplicity is 3. Its HOMO energy (spin up / spin down) is -13.5 / -13.6 eV. The value obtained for the max |F| is 0.76 eV/A.

Below is a structure of composition C16H23CaN3OSeSi2, with properties calculated with ωB97M-V/def2-TZVPD.

XYZ file:
```
47
Properties=species:S:1:pos:R:3:forces:R:3:mulliken_charge:R:1
Si 1.0028 0.0589 1.2069 -0.447 0.708 0.201 0.34
H -2.4341 -3.0442 -1.6673 0.010 0.012 -0.018 0.26
C 0.6446 -1.5053 2.1582 -0.007 -0.407 0.039 -1.15
N 2.1653 -0.2873 -2.8679 0.082 -0.305 0.032 -0.94
H 1.0747 -1.4085 3.1610 -0.062 -0.067 0.003 0.38
C 2.9830 -3.8200 -3.1914 0.018 -0.027 -0.013 -0.59
H -1.9971 -0.9212 0.1722 -0.101 0.012 -0.012 0.15
C -0.9341 2.2585 1.3482 -0.121 0.224 0.175 0.53
H -3.7839 2.6592 -0.0202 -0.025 -0.059 -0.007 0.36
C 3.1510 -2.4278 -3.2264 -0.190 -0.002 0.070 0.62
C 2.8067 0.4750 1.3935 0.381 -0.061 -0.100 -1.13
C -1.2392 3.8549 -1.1878 0.030 0.230 -0.205 -1.20
C -0.4125 2.6215 4.0951 0.003 -0.009 -0.031 -0.71
H -0.2021 -3.9051 -2.0257 -0.011 0.017 -0.011 0.30
H 3.0346 1.4559 0.9735 -0.007 -0.008 0.040 0.33
C -3.2713 1.7860 -0.4388 -0.246 -0.070 -0.104 -1.17
H 3.4489 -0.2596 0.9007 0.009 0.025 0.064 0.32
C 0.0003 1.4439 2.0012 0.015 0.081 0.371 0.50
H -1.5839 3.9059 -2.2242 0.004 0.033 0.036 0.34
Ca 0.1552 -0.1057 -1.5698 -0.269 -0.307 -0.827 1.16
H 1.6095 -5.4101 -2.7177 0.010 0.021 -0.006 0.37
H 3.7999 -4.4628 -3.4920 -0.018 0.012 0.016 0.44
N 4.2507 -1.7663 -3.5835 -0.091 0.157 0.023 -0.84
N 0.8319 -2.1491 -2.4092 0.369 -0.583 -0.251 -0.71
Se 3.8787 -0.0115 -3.4246 0.005 0.039 -0.007 0.14
H -1.8404 4.5549 -0.5979 0.034 0.010 -0.050 0.34
H -1.8685 4.2023 4.0023 0.016 -0.011 -0.005 0.38
H -2.3130 -3.2690 0.0872 0.012 -0.005 0.022 0.33
H -3.5143 0.9271 0.1934 -0.002 0.041 -0.008 0.33
C -1.5897 3.2488 2.1019 0.055 -0.078 -0.017 -0.29
H 3.0523 0.4859 2.4613 0.060 0.038 -0.045 0.37
O -1.8402 -1.3794 -0.6624 0.239 0.160 -0.012 -0.22
C -1.3417 3.4316 3.4519 0.016 -0.026 -0.021 -0.77
H -2.3167 3.8959 1.6189 0.018 -0.025 0.016 0.20
C 2.0097 -1.6196 -2.8287 -0.125 -0.153 -0.022 1.19
H -3.6888 1.5929 -1.4308 -0.011 0.034 0.034 0.36
C -2.6152 -2.5801 -0.7019 0.060 0.027 -0.044 -0.83
H 0.9773 1.0226 3.8891 -0.029 0.006 -0.020 0.21
C 1.7626 -4.3400 -2.7620 0.114 -0.059 -0.037 -0.59
C 0.7377 -3.5008 -2.3796 0.038 0.322 0.002 -0.40
H 1.0861 -2.3853 1.6832 0.006 0.018 0.061 0.37
Si -1.4128 2.1186 -0.4982 0.287 -0.043 0.733 0.11
H -0.2014 4.1944 -1.1638 -0.035 0.005 0.007 0.32
H -0.4290 -1.6787 2.2612 0.033 0.008 0.034 0.31
H -0.2043 2.7552 5.1498 -0.006 0.005 -0.013 0.38
H -3.6774 -2.3547 -0.6124 -0.027 0.001 0.012 0.31
C 0.2481 1.6422 3.3732 -0.095 0.064 -0.105 -0.52
```
Positions in Å, forces in eV/Å.

The LUMO energy (spin up / spin down) comes out at -0.4 / -1.5 eV. The charge is 0. As for the molar mass: 448.59 g mol⁻¹. Its calculated total energy is -4520.99673 Ha. Its energy relative to the best compared isomer or geometry (same formula, charge and spin) is 12.3 kcal/mol. Its HOMO energy (spin up / spin down) is -7.1 / -6.1 eV. The value obtained for the max |F| is 0.92 eV/A.

Below is a structure of composition C29H44BrN3P2SSr at a distorted geometry, with properties calculated with ωB97M-V/def2-TZVPD.

XYZ file:
```
81
Properties=species:S:1:pos:R:3:forces:R:3:mulliken_charge:R:1
H -3.4874 0.0025 -3.9913 0.172 -0.419 -0.265 0.44
H -4.4380 -2.1657 -1.2095 0.206 -0.302 0.010 0.27
H 4.8772 -0.4763 -2.3023 -0.362 0.202 -0.014 0.30
H -2.6002 -2.3428 0.5579 -0.029 -0.225 -0.351 -0.28
H 1.9140 4.1425 0.3814 -0.247 0.291 -0.235 0.51
C -2.4346 -0.4254 -2.2059 0.365 -0.379 0.036 -0.24
H 4.0207 0.2590 -3.6463 0.003 0.124 0.307 0.42
H -5.4584 4.1470 1.2775 0.007 -0.143 0.184 0.47
P 2.4231 -0.5389 -0.2214 0.466 0.149 -0.035 0.58
H -0.1851 -1.8513 -3.3808 0.133 -0.146 0.073 0.47
H -2.3912 1.1617 3.5846 0.675 0.342 0.298 0.18
C -0.9908 0.6512 6.2793 0.221 0.282 0.152 -0.18
C -3.8264 1.1393 1.7621 0.430 1.154 -0.845 -1.75
H -1.4614 -2.5989 5.8595 0.052 0.157 0.203 0.33
C -2.4734 -2.7792 -0.4494 0.155 0.008 -0.272 -0.17
C 3.1111 -2.2442 0.0129 -0.438 0.183 0.116 -0.83
H 5.5995 0.0394 -0.3757 -0.307 0.021 0.377 0.19
H -0.3114 -4.3129 -3.7339 -0.290 -0.246 0.047 0.45
H -3.5890 -1.7226 -3.5551 0.428 0.408 -0.035 0.22
H -4.3575 -3.7296 -0.3592 -0.176 0.176 -0.321 0.44
H 3.4430 -2.2852 1.0539 -0.124 -0.130 0.098 0.53
C 3.6844 0.5683 0.5731 -0.034 -0.188 -0.163 0.17
N -1.5589 0.9435 4.1765 -0.905 -0.101 0.371 -0.30
H -1.9341 -3.6181 -3.6935 0.168 0.004 0.209 0.26
C -2.5281 2.6678 0.2972 -0.818 -0.393 0.105 -0.01
H 0.5753 -2.7890 -2.0770 -0.291 0.006 -0.326 0.15
C -2.9120 -0.8488 -3.5948 -0.408 0.360 -0.087 -1.34
H 0.2782 -2.3200 5.9143 -0.198 0.359 0.124 0.29
H 5.2572 -0.8607 1.1229 -0.053 0.319 -0.116 0.30
H 5.7113 0.8603 1.1782 -0.012 -0.319 -0.093 0.44
C -4.6741 3.4027 1.2265 1.455 -0.452 -0.229 -0.63
H -0.9554 0.6998 7.3606 0.596 0.096 -0.200 0.44
C -0.6934 -1.9108 6.2243 -0.020 -0.221 0.109 -0.80
C -2.7564 1.3722 0.8591 -0.033 0.308 0.180 0.83
N 3.6032 3.9383 -2.5274 -0.401 0.716 -0.132 -0.50
H 4.4342 -3.7957 -0.6152 -0.071 0.190 -0.195 0.43
H -2.0664 -1.0653 -4.2725 -0.476 0.113 0.264 0.30
H 5.1723 -2.2129 -0.7545 -0.351 -0.061 -0.031 0.23
S -1.7738 -1.4392 3.0586 0.388 -0.841 0.660 -0.17
H -0.7353 -1.8246 7.3177 0.011 -0.016 -0.423 0.32
H -1.3473 2.6873 5.4215 -0.154 0.153 0.360 0.54
C -1.3996 -0.4317 4.3587 -1.095 0.385 0.909 0.05
C 5.1351 0.1082 0.6187 0.581 0.264 0.171 -1.38
H -3.7608 -3.6172 -2.0200 0.026 0.277 0.281 0.23
H 3.3242 0.7317 1.6045 0.158 0.061 -0.072 0.28
H 3.9749 -2.7268 -1.9549 -0.028 -0.034 0.274 0.26
C -1.3518 2.9864 -0.4721 1.503 0.410 -0.928 -0.80
C 4.0529 0.2081 -2.5475 0.368 0.120 -0.173 -1.53
H -1.8550 0.5187 -2.2447 -0.347 -0.371 -0.109 0.13
C -3.5153 3.6638 0.4529 -0.543 -0.543 0.666 -0.68
C -4.7361 2.1857 1.9309 -1.246 0.093 0.185 0.15
H 4.3048 1.2104 -2.1702 -0.057 -0.305 -0.149 0.26
Sr 0.1267 0.4570 2.5135 1.891 0.183 -3.324 1.66
H 1.9080 0.4369 -2.3589 0.266 -0.224 -0.030 0.22
C -1.2688 1.6200 5.3774 -0.567 -0.946 0.266 -0.78
C 2.6945 -0.2735 -2.0512 -0.705 0.097 0.181 -0.16
P -1.3368 -1.6321 -1.3247 0.324 1.393 1.396 0.73
C 3.3155 4.2435 -1.2489 -0.400 -0.904 -0.288 -0.49
H -1.8940 -3.7032 -0.3247 -0.168 0.076 0.176 0.48
C -0.3866 -2.5619 -2.5703 -0.116 0.135 0.279 -0.15
H 4.1656 4.6075 -0.6388 -0.694 -0.287 -0.356 0.38
H -3.9992 0.1960 2.2790 0.076 0.083 -0.427 0.70
C 2.0392 4.0185 -0.6918 0.370 0.252 -0.389 -0.23
Br -6.2994 1.8245 3.0433 0.969 0.304 -0.566 -0.12
H 2.8832 3.3126 -4.3948 -0.113 0.136 0.723 0.38
N -0.9438 -0.5884 5.6245 -0.835 -0.112 -0.657 0.14
H -1.3152 -4.5142 -2.2809 0.073 0.120 -0.193 0.27
C -3.8322 -3.0728 -1.0672 -0.334 -0.486 0.255 -1.35
H 3.6120 1.5362 0.0631 -0.075 -0.022 0.103 -0.10
C -1.0449 -3.8217 -3.0854 0.275 -0.418 -0.633 -1.38
C 1.3191 3.2773 -2.8634 0.498 0.368 -0.211 -0.36
H 2.2323 -2.8994 -0.0746 0.223 0.004 0.100 0.48
C 4.2257 -2.7521 -0.8879 0.504 -0.296 -0.104 -1.31
H -3.2895 -0.2488 -1.5326 0.210 0.022 -0.223 0.28
H 0.5941 2.8026 -3.5162 -0.095 0.357 0.014 0.49
H -3.3718 4.6214 -0.0519 -0.169 -0.292 0.214 0.56
H 2.4594 -1.2322 -2.5326 -0.146 0.187 0.143 0.37
C 2.6188 3.5275 -3.3439 -0.126 -0.515 0.949 -0.50
C 0.9897 3.5865 -1.5319 1.047 -0.223 -0.740 0.83
H -2.1925 0.5174 0.4580 0.194 0.280 0.398 1.09
C -0.3473 3.3526 -1.0763 -1.423 -1.166 1.970 -0.40
```
Positions in Å, forces in eV/Å.

The LUMO energy comes out at -6.8 eV. The charge is +2. As for the molar mass: 696.23 g mol⁻¹. Its calculated total energy is -4980.73055 Ha. Its HOMO energy is -12.2 eV. The value obtained for the max |F| is 3.83 eV/A.